Record 1
Molecular formula: C5H6O
Method: DFT, ωB97M-V/def2-TZVPD

- net charge = 0
- highest occupied orbital energy (eV) = -8.79

XYZ file:
```
12
Properties=species:S:1:pos:R:3:forces:R:3
O 1.964818 0.938342 1.538889 -0.4227 -0.1620 0.2725
C 0.411063 -0.196425 -0.423250 0.2231 -0.6272 0.2139
C 0.933618 0.430208 1.910261 0.3123 0.1416 0.0499
C -0.051342 -0.227347 0.991149 0.1130 -0.0670 0.2293
C -0.454411 -0.397172 -1.374118 0.3499 -0.6887 0.8295
C -1.275344 -0.022568 -2.301877 1.2230 0.1802 0.4398
H -1.049802 0.215097 1.131460 0.2172 0.0044 -0.0394
H 0.664216 0.401868 2.983675 0.0762 0.0784 0.0200
H -0.567167 0.897470 -2.198629 -2.7477 0.2320 -2.3147
H -0.155592 -1.276226 1.301560 0.0132 0.1401 0.3048
H -1.881254 -0.711648 -2.916136 0.5633 1.1872 -0.1416
H 1.461198 -0.051599 -0.642983 0.0791 -0.4191 0.1359
```
Positions in Å, forces in eV/Å.

Record 2
Molecular formula: C5H6O
Method: DFT, ωB97M-V/def2-TZVPD

- net charge = 0
- highest occupied orbital energy (eV) = -9.51

XYZ file:
```
12
Properties=species:S:1:pos:R:3:forces:R:3
O -1.089464 -1.093717 1.297981 0.2144 0.4709 0.0085
C 1.210595 -0.630439 -0.502967 -0.1375 -0.0452 -0.0623
C 1.064660 -1.176009 -1.679460 0.0747 0.0362 0.1130
C -1.229704 1.185450 0.590086 -0.0854 0.0633 0.0198
C 0.985933 -0.107599 0.669086 0.0527 -0.1805 -0.2360
C -0.509169 -0.098097 0.934892 -0.2900 -0.1821 0.1300
H 0.917676 -0.563557 -2.564196 0.1434 -0.0869 0.0630
H -2.234900 0.951237 0.232210 0.1047 0.0438 0.1223
H 1.718590 0.300365 1.361018 -0.1394 -0.0931 -0.1599
H 1.034358 -2.256177 -1.779118 0.1512 0.0933 -0.0664
H -1.314316 1.796473 1.494892 0.0034 -0.0280 -0.0740
H -0.681978 1.759581 -0.161959 -0.0922 -0.0918 0.1420
```
Positions in Å, forces in eV/Å.

Record 3
Molecular formula: C5H6O
Method: DFT, ωB97M-V/def2-TZVPD

- net charge = 0
- highest occupied orbital energy (alpha / beta) (eV) = -10.06 / -8.16

XYZ file:
```
12
Properties=species:S:1:pos:R:3:forces:R:3
O -1.748580 0.079845 0.799191 -0.2759 -0.1460 0.1457
C -0.196947 -1.366094 -0.005294 -0.2196 -0.6355 0.4815
C 0.529389 0.726221 1.269508 -0.2805 -0.1437 0.0777
C -0.191037 0.369690 -1.096055 -0.3620 0.5263 -0.2615
C -0.503318 0.017444 0.369587 1.2805 0.3261 -1.0269
C -0.010073 0.543875 -2.283334 -0.0394 -0.0378 0.5851
H 0.144685 0.743197 -3.316723 0.0250 -0.0323 0.0001
H -0.991231 -1.898380 -0.511715 0.0673 0.0326 -0.0107
H 0.434863 0.320165 2.276564 0.0398 0.0193 -0.0048
H 1.548580 0.590224 0.900604 -0.1458 -0.0342 -0.0485
H 0.692987 -1.913582 0.302984 -0.1219 0.1356 0.0674
H 0.290682 1.787394 1.294682 0.0325 -0.0104 -0.0051
```
Positions in Å, forces in eV/Å.

Record 4
Molecular formula: C5H6O
Method: DFT, ωB97M-V/def2-TZVPD

- net charge = 0
- spin multiplicity = 3
- highest occupied orbital energy (alpha / beta) (eV) = -8.04 / -9.95

XYZ file:
```
12
Properties=species:S:1:pos:R:3:forces:R:3
O 3.099189 -0.681413 -0.297250 -0.1167 0.4014 0.0159
C 2.228775 0.546047 -0.306670 1.1329 -1.9619 1.4798
C -0.552841 -1.025066 0.496416 0.3146 -0.3586 0.2484
C 2.225132 -0.515492 0.711626 0.2264 0.9748 0.7420
C -1.539685 -0.434615 0.135626 -1.3960 -0.1062 -0.6432
C -2.920883 0.020548 -0.236822 2.9435 0.1482 -2.8965
H -2.684585 0.772919 -1.119752 -1.0084 -1.5179 1.5263
H -3.541834 -0.848204 -0.590425 0.3451 1.2334 0.7256
H 2.826806 1.396719 -0.127777 0.3466 1.0251 0.0369
H -3.151914 0.609299 0.599135 -1.6050 0.5688 1.0043
H 1.510850 0.551809 -1.055143 -1.1710 0.0439 -1.2829
H 2.500992 -0.392550 1.791040 -0.0118 -0.4510 -0.9566
```
Positions in Å, forces in eV/Å.

Record 5
Molecular formula: C5H6O2
Method: DFT, ωB97M-V/def2-TZVPD

- net charge = 0
- highest occupied orbital energy (alpha / beta) (eV) = -9.49 / -9.49

XYZ file:
```
13
Properties=species:S:1:pos:R:3:forces:R:3
O 0.626872 -0.997988 -0.861617 0.3493 -0.3564 2.4451
O 0.566280 -0.409494 1.382287 0.4168 -0.6187 -2.6894
C -1.977343 -0.404571 -0.058621 6.9344 -3.1920 1.7371
C 0.045153 -1.199553 0.350880 -1.7986 -0.2315 0.9335
C 1.333355 0.679874 0.701471 -0.8888 -2.7528 -1.3068
C 1.093377 0.372213 -0.794319 -3.8475 0.7985 0.5550
C -3.019573 0.079605 -0.262817 -4.1667 2.3893 -1.1561
H 0.891928 1.546691 1.062720 -0.4964 1.8025 0.3049
H -3.883652 0.637007 -0.548129 -0.0588 -0.2508 0.1635
H 0.138655 0.929324 -1.115045 1.7364 -0.2405 0.0010
H -0.130553 -2.305739 0.729475 0.0926 2.5669 -1.2662
H 1.930584 0.452410 -1.422903 0.9040 0.3365 -0.8056
H 2.384915 0.620222 0.836615 0.8233 -0.2511 1.0839
```
Positions in Å, forces in eV/Å.

Record 6
Molecular formula: C5H6O2
Method: DFT, ωB97M-V/def2-TZVPD

- net charge = 0
- highest occupied orbital energy (eV) = -8.86

XYZ file:
```
13
Properties=species:S:1:pos:R:3:forces:R:3
O -1.252162 -0.677713 1.562412 0.4475 -0.0091 -0.1085
O -1.009539 1.741156 -0.179272 -0.2508 -0.3772 -0.2220
C -0.020004 1.152082 0.703119 0.1164 -0.0293 0.1111
C 1.550404 -1.171383 -0.570117 -0.0944 0.0144 0.0774
C -0.393318 -0.344468 0.770700 -0.0014 -0.1426 0.3750
C 0.337598 -1.342275 -0.051187 0.1939 -0.0765 0.0195
C -1.593943 0.810611 -0.876724 -0.1777 0.4463 -0.1375
H 2.101806 -0.238482 -0.483959 -0.0921 -0.1337 0.0249
H 2.049691 -1.975870 -1.101218 -0.0970 0.1114 0.0323
H 0.971966 1.388914 0.307829 -0.2038 -0.0957 0.0403
H -0.190487 -2.286808 -0.151426 0.0785 0.0896 0.0463
H -2.390588 1.326894 -1.443496 0.0948 0.2617 -0.0877
H -0.151326 1.601335 1.689694 -0.0140 -0.0593 -0.1711
```
Positions in Å, forces in eV/Å.

Record 7
Molecular formula: C5H6O2
Method: DFT, ωB97M-V/def2-TZVPD

- net charge = 0
- highest occupied orbital energy (eV) = -9.51

XYZ file:
```
13
Properties=species:S:1:pos:R:3:forces:R:3
O -2.372896 -0.753637 1.295125 0.0285 -0.6794 1.6347
O -1.871939 -0.237445 -0.886025 0.1021 -0.4711 -0.1479
C 0.879809 -1.784639 -0.511424 2.6228 2.0027 0.7839
C 0.738122 -0.707980 0.204100 -0.1766 -1.7995 -0.8780
C -2.029419 -0.540750 0.223944 -0.7975 0.9996 -1.6471
C 0.505159 0.412799 0.768074 0.0831 1.8521 1.5456
C 0.463171 1.668539 -0.103501 -0.4911 -1.5155 -3.5881
H 0.149276 -2.428527 -0.780240 -2.4681 -1.6739 -0.8649
H -0.435558 1.552279 -0.943651 2.5291 0.3386 2.1032
H 1.468970 1.833917 -0.678546 -1.9021 -0.4575 1.0453
H 0.379552 0.419852 1.886907 0.3557 0.3773 -1.2196
H 1.863679 -1.978288 -0.894182 0.4770 -0.4476 0.1099
H 0.262077 2.543875 0.419423 -0.3630 1.4741 1.1229
```
Positions in Å, forces in eV/Å.

Record 8
Molecular formula: C5H6O2
Method: DFT, ωB97M-V/def2-TZVPD

- net charge = 0
- highest occupied orbital energy (eV) = -8.51

XYZ file:
```
13
Properties=species:S:1:pos:R:3:forces:R:3
O 1.243685 -0.432433 2.297608 0.0103 0.5810 -0.4339
O 2.340720 0.932253 -0.019436 -1.2044 0.1997 1.0111
C 1.215385 0.587683 0.039428 2.0232 -0.4581 -4.0086
C -0.771325 -0.376707 0.637302 1.0682 1.3115 3.0252
C 0.222411 0.104614 1.973176 -2.7104 -3.2480 0.4220
C -0.239765 -0.087314 -1.907124 0.1484 0.3377 -0.0066
C 0.123803 -0.031289 -0.456564 0.4982 0.8629 0.8068
H -0.971004 0.681911 -2.167706 0.0090 -0.0089 -0.0592
H -1.184599 -1.388566 0.626536 0.2456 0.0086 0.3481
H -0.400042 0.656224 2.708062 0.4922 0.7286 -0.2038
H -0.698682 -1.054552 -2.125615 0.1054 -0.0177 0.0489
H -1.522556 0.364522 0.926681 -0.6270 -0.2492 -0.8597
H 0.641970 0.043654 -2.532349 -0.0588 -0.0481 -0.0906
```
Positions in Å, forces in eV/Å.

Record 9
Molecular formula: C5H6O2
Method: DFT, ωB97M-V/def2-TZVPD

- net charge = 0
- highest occupied orbital energy (eV) = -9.33

XYZ file:
```
13
Properties=species:S:1:pos:R:3:forces:R:3
O 0.597839 1.575686 -0.992591 0.1647 -0.8370 -1.2819
O 1.443966 -0.654552 -1.409469 0.3812 0.2804 -0.1078
C -1.099735 0.545712 0.576803 -0.0793 -0.1455 0.0955
C 1.376835 -0.386367 0.015899 0.1530 -0.1233 0.3384
C 0.137199 0.503266 -0.212838 -0.2763 -0.6530 0.3629
C -1.410673 -0.428777 1.424751 0.0020 0.1043 0.0411
C 0.382435 0.205883 -1.616317 0.1496 0.7766 -0.2514
H 2.283223 0.147825 0.301415 -0.2390 0.0402 0.3467
H -1.784439 1.363039 0.363004 0.0985 -0.0815 0.0393
H 1.231014 -1.299662 0.595216 0.0376 0.0278 -0.1821
H -2.361947 -0.453774 1.942998 0.1088 0.0511 -0.0048
H -0.717706 -1.245809 1.613561 -0.1862 0.1119 0.0084
H -0.078014 0.127524 -2.602434 -0.3144 0.4481 0.5955
```
Positions in Å, forces in eV/Å.

What did the second record say?
Molecular formula: C5H6O
Method: DFT, ωB97M-V/def2-TZVPD

- net charge = 0
- highest occupied orbital energy (eV) = -9.51

XYZ file:
```
12
Properties=species:S:1:pos:R:3:forces:R:3
O -1.089464 -1.093717 1.297981 0.2144 0.4709 0.0085
C 1.210595 -0.630439 -0.502967 -0.1375 -0.0452 -0.0623
C 1.064660 -1.176009 -1.679460 0.0747 0.0362 0.1130
C -1.229704 1.185450 0.590086 -0.0854 0.0633 0.0198
C 0.985933 -0.107599 0.669086 0.0527 -0.1805 -0.2360
C -0.509169 -0.098097 0.934892 -0.2900 -0.1821 0.1300
H 0.917676 -0.563557 -2.564196 0.1434 -0.0869 0.0630
H -2.234900 0.951237 0.232210 0.1047 0.0438 0.1223
H 1.718590 0.300365 1.361018 -0.1394 -0.0931 -0.1599
H 1.034358 -2.256177 -1.779118 0.1512 0.0933 -0.0664
H -1.314316 1.796473 1.494892 0.0034 -0.0280 -0.0740
H -0.681978 1.759581 -0.161959 -0.0922 -0.0918 0.1420
```
Positions in Å, forces in eV/Å.